(1)
Computed, not measured: a molecular structure, C12H16ClIN2O2PZr, with ωB97M-V/def2-TZVPD.

Geometry as XYZ:
```
36
Properties=species:S:1:pos:R:3:forces:R:3:lowdin_charge:R:1
C -3.54839 2.62690 -5.02696 0.894 1.095 0.404 0.02
C -3.58883 1.42692 -4.19393 -4.554 -5.123 -1.902 -0.33
H -4.34885 2.53841 -5.78578 0.244 -0.241 0.422 0.15
H -2.55745 2.70682 -5.50028 -0.230 -0.007 0.089 0.13
H -3.69821 3.50921 -4.38826 0.014 -0.100 -0.214 0.13
O -4.16397 0.40234 -4.16125 3.105 4.240 0.740 0.25
I -1.92629 1.58578 -2.12124 0.003 0.029 0.547 0.69
Zr -0.46540 0.46958 -0.06209 0.494 2.473 1.389 0.81
P 1.37058 -0.96996 -1.05981 2.504 -0.201 -1.878 0.68
C 1.75410 -2.72313 -1.00823 -0.425 -0.516 0.551 -0.22
C 0.96192 -0.64920 -2.82381 -0.317 0.368 -0.014 -0.25
H 2.88018 0.88992 -0.62071 0.208 -0.430 -0.091 0.00
H 3.74042 -0.46862 -1.42380 -0.286 -0.096 0.104 0.09
H 3.31046 -0.57182 0.30807 -0.019 0.094 -0.276 0.07
C 2.98192 -0.20217 -0.67508 -0.008 0.495 0.242 -0.23
H 0.70096 0.41272 -2.97214 0.269 -0.455 -0.091 0.00
H 1.81427 -0.90816 -3.46621 -0.062 0.024 0.259 0.09
H 2.55184 -2.96979 -1.72107 -0.157 0.321 0.067 0.10
H 0.86821 -3.31225 -1.25365 0.146 -0.149 0.046 0.07
H 0.09989 -1.27026 -3.11270 0.240 0.170 0.063 0.07
H 2.10674 -2.96730 0.00116 -0.096 -0.167 -0.185 0.08
C -0.79415 -1.82067 0.49661 -1.219 -5.934 2.688 -0.07
O -0.88682 -2.89278 0.94214 0.567 5.278 -2.320 0.21
Cl 0.89464 2.40789 0.04684 -0.740 -1.279 -0.057 0.13
N 0.07758 -0.25073 7.54238 -0.079 0.494 -2.465 0.26
C 0.05334 -0.02703 6.39461 0.180 -0.253 2.135 -0.11
C 0.03711 0.19200 4.97159 -0.153 -0.212 0.267 -0.15
C 1.05867 -0.32651 4.17721 0.729 -0.426 -0.510 0.06
C 0.93406 -0.29470 2.79746 -0.279 0.227 0.368 -0.09
N -0.13513 0.30399 2.22281 -0.428 0.288 -1.031 -0.18
C -1.06630 0.93878 2.97408 0.515 -0.449 0.602 -0.08
C -1.02107 0.86274 4.36462 -0.775 0.672 -0.437 0.06
H 1.95173 -0.77131 4.62210 -0.384 0.049 -0.069 0.16
H 1.68283 -0.73328 2.12540 -0.291 0.173 0.425 0.12
H -1.82696 1.50756 2.42905 0.024 -0.177 0.379 0.13
H -1.80364 1.34811 4.96087 0.367 -0.275 -0.246 0.16
```
Positions in Å, forces in eV/Å.

Properties
HOMO-LUMO gap = 6.662 eV
net charge = +3
DFT total energy = -50942.91676 eV
spin multiplicity = 1
HOMO level = -19.04 eV


(2)
Computed, not measured: a molecular structure, C19H23AsN5O5PReS8, with ωB97M-V/def2-TZVPD.

Geometry as XYZ:
```
63
Properties=species:S:1:pos:R:3:forces:R:3:lowdin_charge:R:1
Re 1.38604 -1.47567 -0.57925 -1.442 -1.132 1.014 0.90
O 0.29557 2.67057 1.34890 0.003 0.145 -0.155 0.05
C 0.23518 2.26417 2.63293 0.025 -0.346 0.377 -0.26
C -0.02191 3.24103 3.59528 0.002 0.059 -0.139 0.00
C -0.08628 2.90823 4.93001 0.009 -0.081 0.037 -0.06
C 0.10228 1.58939 5.34331 -0.013 -0.049 0.091 -0.08
C 0.34650 0.61325 4.40705 -0.001 0.014 -0.130 -0.02
C 0.41274 0.92364 3.04094 -0.063 0.447 -0.187 -0.08
C 0.66576 -0.14083 2.06756 0.021 -0.788 0.222 -0.40
O 0.73575 0.15059 0.79713 0.388 -0.653 -1.288 -0.27
N 0.79044 -1.36764 2.48059 -0.082 0.530 1.178 0.06
N 1.03722 -2.26709 1.51680 0.263 0.156 -2.816 -0.24
C 1.16071 -3.51347 1.83541 -0.064 -0.019 0.281 -0.91
S 1.51514 -4.74241 0.66170 0.054 -0.134 0.117 0.90
C 1.12495 -6.11926 1.78928 -0.015 0.103 -0.151 -0.47
C 1.56722 -5.71235 3.17579 -0.033 0.189 0.085 -0.49
S 0.98601 -4.01447 3.49024 -0.007 -0.049 -0.074 1.00
H 0.51654 1.90314 0.79431 0.017 -0.050 -0.016 0.06
H -0.16064 4.25960 3.25759 0.012 -0.001 0.016 0.12
H -0.28002 3.67558 5.66783 -0.005 0.033 -0.033 0.11
H 0.05558 1.33246 6.39245 0.002 0.018 -0.004 0.11
H 0.49445 -0.41722 4.69789 -0.006 0.012 0.043 0.11
H 1.66988 -6.98836 1.42487 -0.011 -0.013 0.003 0.09
H 0.05459 -6.30821 1.73368 -0.003 -0.029 0.051 0.09
H 2.65124 -5.71924 3.27470 0.005 -0.069 -0.017 0.09
H 1.12687 -6.34868 3.94168 0.016 -0.027 -0.006 0.09
S -0.35151 -2.06267 -4.67439 0.416 -0.252 0.252 0.14
As 0.14485 -3.45471 -2.88146 -0.429 -0.178 0.252 -0.21
S -0.73918 -2.37413 -1.09616 0.831 0.142 -0.021 0.14
S 2.21465 -2.91218 -2.23031 -0.426 0.867 0.813 0.19
S -0.24489 -5.44778 -3.12116 0.099 0.585 0.004 0.09
C -0.02279 3.67384 -3.03378 0.012 -0.255 -0.080 -0.05
C -0.81968 3.05189 -4.16228 0.015 0.487 0.045 -0.38
C -2.25964 3.52488 -4.22663 0.090 -0.276 -0.015 -0.03
O -0.76818 1.57054 -4.10882 -0.010 -0.102 0.171 -0.31
P -1.03241 0.58473 -2.93735 -0.297 0.172 -0.326 0.14
S -1.93888 -1.06836 -3.93590 -0.032 0.351 0.551 0.27
S 0.86614 0.36537 -2.19064 0.177 -0.518 0.420 0.43
O -2.08934 1.29548 -2.03931 0.345 -0.557 -0.244 -0.26
C -3.07889 0.95519 -0.99546 -0.334 -0.037 0.475 -0.38
C -3.96816 -0.20079 -1.40245 0.258 0.093 -0.227 -0.06
C -2.38567 0.74643 0.33218 0.052 0.160 -0.212 -0.02
H 0.01779 4.75188 -3.18396 -0.017 0.014 0.001 0.10
H 0.99861 3.29353 -3.01574 -0.001 0.060 0.019 0.06
H -0.49176 3.47978 -2.06769 0.005 0.041 0.024 0.08
H -0.33091 3.24946 -5.11451 0.023 -0.083 0.006 0.15
H -2.74645 3.43926 -3.25724 -0.023 0.028 0.025 0.08
H -2.81851 2.94300 -4.95979 -0.013 0.059 -0.018 0.09
H -2.27346 4.57016 -4.53232 0.013 0.012 0.003 0.10
H -3.66770 1.87174 -0.95861 0.049 0.009 -0.078 0.15
H -3.43310 -1.14663 -1.32979 -0.017 -0.072 -0.005 0.04
H -4.33708 -0.07124 -2.42078 -0.073 -0.007 0.026 0.08
H -4.82584 -0.23861 -0.73258 0.011 0.024 0.028 0.10
H -1.73392 -0.12434 0.28781 0.003 -0.055 0.065 0.04
H -3.13547 0.58825 1.10722 -0.025 -0.027 -0.022 0.11
H -1.79406 1.62141 0.59889 -0.002 -0.035 0.023 0.08
O 3.38168 -1.73049 0.26047 -0.591 -0.133 -0.262 -0.13
N 3.16256 -0.59254 -0.26459 0.695 1.625 -0.438 -0.26
C 3.94243 0.43399 -0.29507 0.242 -0.308 0.232 -0.22
C 5.24985 0.38124 0.28278 0.109 -0.199 0.140 -0.12
N 6.29115 0.31282 0.76088 -0.052 0.036 -0.051 0.23
C 3.49207 1.65930 -0.87352 -0.219 0.122 -0.059 -0.18
N 3.14388 2.66354 -1.30660 0.045 -0.058 -0.015 0.23
```
Positions in Å, forces in eV/Å.

Properties
HOMO-LUMO gap (spin up / spin down) = 4.785 / 4.987 eV
net charge = +1
DFT total energy = -196698.56863 eV
spin multiplicity = 1
HOMO level (spin up / spin down) = -10.67 / -10.69 eV


(3)
Computed, not measured: a molecular structure, C20H29B2Cl2F4N10O5SSeZr, with ωB97M-V/def2-TZVPD.

Geometry as XYZ:
```
75
Properties=species:S:1:pos:R:3:forces:R:3:lowdin_charge:R:1
Zr 0.34414 1.20291 1.01383 -1.555 -1.371 0.274 1.92
C 4.58531 1.87877 2.24765 0.029 -0.031 0.046 0.03
C 3.30750 1.51093 1.59098 0.072 -0.045 0.099 -0.18
N 2.14405 1.59931 2.11693 0.713 0.615 0.223 -0.10
O 1.88654 2.07436 3.34894 0.340 0.059 -0.068 0.08
B 0.63173 2.94739 3.30623 -0.140 0.504 -0.166 -1.03
F 0.76745 3.95695 4.17784 0.048 -0.207 0.112 0.25
F 0.61434 3.41863 1.90462 0.119 -0.325 0.239 0.04
O -0.69494 2.26026 3.46348 -0.098 0.368 -0.050 0.02
N -1.30686 2.03074 2.23310 -0.049 0.590 0.281 -0.07
C -2.02982 2.94751 1.70338 -0.133 -0.108 -0.077 -0.20
C -2.49732 4.19336 2.35761 -0.048 -0.054 0.106 0.05
C -2.14687 2.76352 0.20493 0.017 0.182 0.049 -0.21
N -0.99212 2.42729 -0.22276 -0.351 0.164 -0.287 -0.11
O -0.66849 2.20977 -1.51645 -0.053 0.199 0.021 0.06
B 0.86601 2.24805 -1.67073 -0.038 0.597 -0.070 -1.05
F 1.32089 3.02306 -0.55757 0.020 -0.178 -0.199 0.10
F 1.17173 2.76436 -2.87187 -0.092 -0.204 -0.028 0.24
O 1.52645 0.88561 -1.50036 0.232 -0.026 0.157 0.02
N 2.02817 0.71830 -0.20116 0.696 0.171 -0.506 -0.10
C 3.17255 1.21663 0.11979 0.044 -0.326 -0.188 -0.20
C 4.20230 1.61911 -0.86279 -0.016 0.096 -0.029 0.04
C -3.35085 3.03307 -0.62051 0.153 0.094 -0.145 0.03
H 4.41731 2.04527 3.30846 0.004 0.000 0.000 0.10
H 4.97046 2.80032 1.80480 0.012 -0.011 0.001 0.11
H 5.33878 1.10201 2.11446 -0.021 -0.011 -0.007 0.10
H -1.92006 4.36943 3.26238 -0.026 0.008 0.016 0.10
H -3.55196 4.10976 2.63291 -0.002 -0.020 -0.044 0.11
H -2.39118 5.03627 1.67510 -0.011 -0.011 -0.006 0.11
H 3.95951 1.21042 -1.84007 0.005 0.014 -0.011 0.10
H 5.18856 1.28168 -0.54348 -0.002 0.035 0.042 0.10
H 4.22401 2.70973 -0.94077 0.026 0.001 0.032 0.13
H -4.24172 3.15044 -0.00969 0.000 -0.003 0.013 0.09
H -3.48230 2.21133 -1.32662 -0.045 -0.015 0.028 0.09
H -3.20077 3.93460 -1.21915 -0.033 0.013 0.023 0.11
N 1.76595 -2.20929 0.54322 -0.257 -0.106 0.017 0.03
N 1.85674 -3.48377 1.12937 0.227 -0.134 0.059 -0.07
C 0.81630 -4.12124 1.67790 -0.149 0.052 -0.001 -0.88
N 1.08522 -5.36956 2.13136 0.048 -0.015 0.043 0.08
S -0.73719 -3.50202 1.76943 0.034 0.055 -0.024 0.66
H 1.21825 -2.27063 -0.31741 0.162 0.001 -0.125 0.01
H 2.70824 -1.93089 0.30814 0.028 0.003 -0.048 0.08
H 2.71459 -3.99465 0.99319 -0.022 -0.046 -0.095 0.14
H 2.02955 -5.69100 2.26918 -0.010 0.032 0.031 0.10
H 0.36210 -5.80501 2.67627 -0.010 -0.023 -0.023 0.09
Cl 1.92256 -3.52622 -2.64883 0.006 -0.085 -0.018 0.72
C 0.90727 -2.68403 -3.77361 -0.108 0.059 -0.062 -0.58
C 1.07257 -2.92700 -5.12725 0.012 -0.052 -0.012 -0.10
C 0.27515 -2.25917 -6.04050 -0.039 -0.045 0.013 -0.06
C -0.66101 -1.33441 -5.60903 -0.026 0.038 -0.071 -0.09
C -0.79808 -1.09212 -4.25457 0.119 -0.101 0.056 -0.56
Cl -1.90851 0.13733 -3.73429 -0.047 -0.007 0.017 0.77
C -0.03959 -1.77593 -3.29873 0.124 -0.078 0.085 -0.30
N -0.16080 -1.54424 -1.89639 -0.144 0.320 0.042 -0.02
H 1.81889 -3.63614 -5.45650 -0.013 -0.009 0.020 0.11
H 0.37929 -2.46301 -7.09747 0.037 0.030 0.008 0.12
H -1.27579 -0.79560 -6.31674 0.011 0.014 0.030 0.11
C -3.36440 -0.68472 1.66800 -0.025 -0.029 0.005 0.00
N -2.96662 -1.38193 0.44655 0.088 -0.080 0.232 -0.11
C -3.75790 -2.55286 0.06290 0.055 -0.021 -0.018 -0.02
C -1.82756 -1.10015 -0.15448 -0.331 -0.105 -0.135 -0.41
C -1.42635 -1.97095 -1.31076 0.312 -0.094 -0.232 -0.14
O -1.15007 -0.08658 0.16730 0.529 -0.156 -0.145 -0.14
H -3.65784 -1.42038 2.41480 0.008 -0.018 -0.022 0.11
H -4.20862 -0.02064 1.47160 0.003 -0.015 -0.011 0.10
H -2.52972 -0.11828 2.05936 0.053 0.035 0.014 0.06
H -4.63024 -2.59965 0.70669 -0.017 0.040 -0.012 0.10
H -3.17849 -3.46683 0.19923 0.009 0.000 0.017 0.07
H -4.09115 -2.48147 -0.97101 -0.009 0.021 -0.011 0.10
H -2.24051 -1.96441 -2.04214 -0.073 0.019 0.028 0.11
H -1.32715 -2.98892 -0.92515 -0.057 -0.047 0.006 0.10
H -0.01085 -0.55559 -1.71704 -0.016 -0.056 -0.029 0.07
Se 0.09318 -0.52518 5.30080 -0.025 -0.094 0.113 0.75
C 0.28313 -0.38302 3.59749 0.171 -0.473 -0.317 -0.92
N 0.44692 -0.31101 2.41571 -0.472 0.406 0.694 -0.10
```
Positions in Å, forces in eV/Å.

Properties
HOMO-LUMO gap = 6.337 eV
net charge = +1
DFT total energy = -161080.42626 eV
spin multiplicity = 1
HOMO level = -10.38 eV


(4)
Computed, not measured: a molecular structure, C19H44ClF3GdP2, with ωB97M-V/def2-TZVPD.

Geometry as XYZ:
```
70
Properties=species:S:1:pos:R:3:forces:R:3:lowdin_charge:R:1
Gd 0.00327 -0.04575 -0.09310 -0.009 1.153 1.115 0.59
Cl -0.35568 -2.38877 -1.01866 -0.227 -1.283 -0.504 -0.08
P -2.32642 0.61920 -1.25356 1.242 -0.268 0.526 0.90
C -3.48117 -0.78445 -0.97395 -0.629 0.081 -0.115 -0.54
C -3.08601 2.18999 -0.75713 -0.723 0.333 -0.164 -0.54
C -1.75894 0.52930 -3.01224 -0.848 0.048 -0.263 -0.54
C -3.41917 -1.45687 0.42548 -0.256 0.075 -0.050 -0.17
H -3.16196 -1.53833 -1.70860 -0.118 0.216 0.042 0.09
C -4.89824 -0.29413 -1.27484 -0.403 -0.318 -0.047 -0.14
H -5.28342 0.27797 -0.41957 0.002 -0.123 -0.216 0.07
H -5.55264 -1.15507 -1.44292 -0.145 0.088 0.117 0.07
H -4.95465 0.34267 -2.16453 -0.030 -0.136 0.185 0.05
H -2.61113 -2.19227 0.47252 -0.100 0.290 0.010 0.01
H -4.36955 -1.98182 0.63547 0.187 0.145 -0.284 0.07
H -3.26029 -0.73909 1.23889 0.025 -0.158 -0.281 0.03
H -1.42162 -0.52444 -3.09534 -0.252 0.448 0.106 0.08
C -0.56395 1.42875 -3.41013 -0.057 0.772 -0.059 -0.17
C -2.98861 0.77700 -3.90415 0.436 0.288 -0.674 -0.14
H -3.68178 -0.06177 -3.89231 -0.052 -0.026 0.033 0.06
H -2.67603 0.94840 -4.94591 -0.145 -0.103 0.133 0.07
H -3.52272 1.68552 -3.57693 0.139 -0.272 -0.156 0.07
H 0.10085 1.73788 -2.58424 -0.475 -0.421 -0.347 -0.01
H -0.90929 2.36308 -3.89740 -0.043 -0.469 0.019 0.07
H 0.08746 0.87080 -4.10282 -0.277 0.286 0.173 0.08
C -3.25524 2.18242 0.78503 -0.088 0.178 0.237 -0.11
H -4.08058 2.22314 -1.22294 -0.034 0.315 0.197 0.09
C -2.28213 3.40341 -1.26056 0.347 0.151 0.088 -0.11
H -4.00398 1.45616 1.13351 0.123 0.138 -0.285 0.06
H -3.57826 3.17943 1.13062 0.014 -0.259 -0.231 0.08
H -2.33039 1.96843 1.33650 -0.241 -0.060 -0.430 0.04
H -1.20376 3.33749 -1.05499 -0.423 -0.165 0.059 0.06
H -2.62944 4.31431 -0.75016 0.010 -0.251 -0.118 0.08
H -2.38161 3.56214 -2.33735 -0.182 -0.135 0.019 0.06
H -1.01584 -0.50945 1.40924 -1.226 -0.424 1.698 -0.10
H 1.02171 0.35409 -1.61840 1.653 0.896 -1.870 -0.14
P 2.26666 -1.06717 1.00680 -1.204 0.511 -0.538 0.91
C 3.07177 -2.06284 -0.32291 0.564 -0.194 0.079 -0.54
C 3.46013 0.10138 1.72342 0.791 -0.127 0.258 -0.54
C 1.50919 -2.26506 2.19577 0.776 -0.398 0.089 -0.54
C 2.99327 -1.48087 -1.75830 0.334 -0.111 0.037 -0.17
H 2.50560 -3.00608 -0.32742 0.164 0.146 0.126 0.09
C 4.52822 -2.30552 0.07465 0.295 -0.312 -0.210 -0.14
H 5.12832 -1.40874 -0.13524 -0.074 -0.251 0.059 0.07
H 4.93249 -3.13776 -0.51057 0.146 0.108 -0.020 0.07
H 4.64811 -2.55574 1.13389 0.030 0.031 -0.200 0.05
H 2.01811 -1.67256 -2.21174 0.163 0.229 0.204 0.00
H 3.75481 -1.96036 -2.40173 -0.107 -0.049 0.347 0.07
H 3.17726 -0.39926 -1.78527 -0.156 -0.346 0.038 0.04
H 0.92523 -2.92328 1.51859 0.397 0.323 0.254 0.07
C 0.52352 -1.67902 3.23644 0.193 0.342 0.586 -0.16
C 2.65412 -3.05043 2.85849 -0.475 -0.120 0.820 -0.14
H 3.14260 -3.73302 2.17099 0.082 -0.064 -0.123 0.06
H 2.26881 -3.63714 3.70910 0.161 0.030 -0.216 0.07
H 3.40664 -2.35273 3.26513 -0.202 -0.270 -0.084 0.07
H 0.16842 -0.65717 3.03385 0.188 -0.474 -0.172 0.01
H 0.98587 -1.63915 4.24528 -0.108 -0.242 -0.436 0.07
H -0.38278 -2.30605 3.27580 0.390 0.235 0.079 0.08
C 3.81868 1.15967 0.64256 0.128 0.195 -0.155 -0.12
H 4.36285 -0.47127 1.97971 0.112 0.325 0.015 0.09
C 2.92635 0.74650 3.00795 -0.382 0.247 0.098 -0.11
H 4.55606 0.77928 -0.07588 -0.091 -0.060 0.200 0.06
H 4.25028 2.05865 1.11164 -0.060 -0.342 0.013 0.08
H 2.97043 1.52254 0.03882 0.102 -0.359 0.419 0.05
H 1.96021 1.23657 2.84979 0.323 -0.216 0.020 0.04
H 3.61388 1.53671 3.33871 -0.021 -0.212 -0.052 0.08
H 2.78638 0.03973 3.83494 0.182 -0.041 -0.219 0.07
F -0.59464 3.43563 1.10410 0.155 -0.064 0.392 -0.08
C 0.16659 2.27170 1.35232 -0.302 -0.117 -1.413 -0.53
F 1.45105 2.81297 1.35725 0.121 0.207 0.491 -0.06
F -0.12328 1.99052 2.66853 0.191 0.406 0.549 -0.05
```
Positions in Å, forces in eV/Å.

Properties
HOMO-LUMO gap (spin up / spin down) = 5.784 / 5.321 eV
net charge = -1
DFT total energy = -80502.09379 eV
spin multiplicity = 8
HOMO level (spin up / spin down) = -2.99 / -2.54 eV


F_max for every record listed, in sequence, given in eV/A: 7.1; 2.8; 2.1; 2.7.